Run P
Below is 2 unconnected molecules or ions with the total composition C5H11NO2, with properties calculated with ωB97M-V/def2-TZVPD.

Positions of all 19 atoms, in Å:
C 2.052 0.644 1.058
H 0.141 -0.897 0.111
H 1.086 1.087 -0.570
H 2.640 1.341 1.670
H 1.618 -0.085 -2.901
H 1.074 -0.415 -3.306
H -1.325 0.980 -0.072
H -2.895 -1.492 -1.963
O -1.380 -0.118 -2.133
C 0.728 0.385 1.654
O 2.012 1.147 -0.293
N -2.386 -0.830 -0.158
H 0.698 0.576 2.715
C -0.274 -0.502 1.020
H -0.466 -1.392 1.636
C -2.194 -0.788 -1.456
H 2.687 -0.255 1.008
H -2.208 0.484 1.413
C -1.608 0.129 0.568

The value obtained for the LUMO energy (spin up / spin down) is 3.76 / 3.40 eV. Its net charge is -1. The multiplicity is 2. The HOMO energy (spin up / spin down) comes out at -0.125 / -0.127 Eh. The frontier orbital gap (spin up / spin down) comes out at 7.150 / 6.849 eV.

---

Run Q
Below is 2 unconnected molecules or ions with the total composition C5H11NO2, with properties calculated with ωB97M-V/def2-TZVPD.

Positions of all 19 atoms, in Å:
O 2.317 -0.880 -0.427
H -1.874 2.209 1.042
H -1.164 -2.392 -1.622
H 0.228 2.712 1.919
H 1.548 2.116 0.241
H 0.130 1.332 2.822
O -1.943 -2.556 -2.262
H -1.826 0.764 2.116
H -1.592 -2.102 -2.990
H 1.838 0.518 1.404
C 1.166 1.144 0.760
N 0.344 0.228 -0.125
C 0.127 1.680 1.776
C -1.311 1.322 1.251
C 1.088 -0.908 -0.507
H -1.545 1.085 -0.918
H -1.657 -0.559 0.069
C -1.096 0.421 -0.058
H 0.670 -1.745 -1.028

The value obtained for the LUMO energy (spin up / spin down) is 3.78 / 3.80 eV. Its net charge is -1. The multiplicity is 2. The HOMO energy (spin up / spin down) comes out at 0.047 / -0.182 Eh. The frontier orbital gap (spin up / spin down) comes out at 2.500 / 8.753 eV.

---

Going by the energies, run P is most stable and the next is 0.0269 hartree up.

---

Run P
Below is a molecular structure, C4H6N2O2, with properties calculated with ωB97M-V/def2-TZVPD.

Positions of all 14 atoms, in Å:
C -0.245 0.676 0.098
H -0.809 -1.789 -1.023
C -1.440 -0.171 0.345
H 3.716 0.037 0.226
N 0.512 -0.495 -0.148
C 2.574 0.294 -0.173
H -1.729 -0.113 1.373
N 1.905 -0.862 0.097
H -0.577 -2.246 0.877
O -2.441 0.168 -0.448
H -3.498 0.560 0.163
O 0.165 1.769 0.190
C -0.562 -1.446 0.022
H 2.213 1.442 -0.948

The value obtained for the LUMO energy is -0.19 eV. The HOMO energy comes out at -0.331 Eh. The frontier orbital gap comes out at 8.821 eV.

---

Run Q
Below is a single C4H6N2O2 molecule, with properties calculated with ωB97M-V/def2-TZVPD.

Positions of all 14 atoms, in Å:
H -1.967 -1.740 0.352
H -2.524 1.002 -0.291
N -0.685 0.274 -0.532
H 2.008 1.686 0.918
C -0.064 1.522 0.112
N -2.601 -0.873 0.370
H -0.571 1.909 1.074
C 1.482 -0.411 -0.005
O 0.105 -0.841 -0.202
H -0.147 2.359 -0.572
C 1.379 1.143 0.226
C -1.993 0.123 -0.100
H 1.927 1.387 -0.797
O 2.326 -1.243 0.083

The value obtained for the LUMO energy is 0.60 eV. As for the SMILES: [H]/N=C\N1CCC(=O)O1. The HOMO energy comes out at -0.348 Eh. The frontier orbital gap comes out at 10.081 eV.

---

Going by the energies, run Q is most stable and the next is 0.1386 hartree up.